{
  "formula": "C3H8FN2",
  "method": "ωB97M-V/def2-TZVPD",
  "homo_lumo_gap_ev": 7.130,
  "de_lowest_kcal_mol": 89.5,
  "homo_energy_ev": -13.2316,
  "total_charge": 1,
  "elements": ["C", "C", "C", "N", "N", "F", "H", "H", "H", "H", "H", "H", "H", "H"],
  "xyz": [[-1.314942, -0.752039, 1.154794], [1.226977, 0.133408, -1.508227], [0.259431, 1.011575, -0.830986], [-0.908621, -0.285328, 2.290517], [1.002138, -0.577993, -2.593517], [0.424691, 1.198351, 0.562757], [-0.474266, -1.065924, 0.519071], [-0.749033, 0.568526, -0.890376], [2.145420, 0.046281, -0.983773], [0.534775, 1.939098, -1.305858], [0.075805, -0.175237, 2.506766], [1.551544, -1.437793, -2.853906], [-2.324068, -1.016489, 1.005800], [-1.449852, 0.413565, 2.926937]],
  "atomic_forces_ev_per_a": [[2.747, -0.545, 2.133], [0.793, -4.462, -2.574], [-0.773, 0.290, -0.464], [-1.547, 2.452, 0.571], [-1.236, 0.969, 2.874], [1.014, -0.356, -0.556], [-0.854, -0.289, -0.009], [0.191, 0.993, -0.845], [1.168, -0.152, 0.704], [-1.283, 1.044, 0.000], [0.292, -0.118, -0.591], [0.407, 2.036, 0.535], [-1.242, 0.470, -0.559], [0.325, -2.333, -1.218]]
}

{
  "formula": "C3H8FN3O",
  "method": "ωB97M-V/def2-TZVPD",
  "smiles": "N/C=C/C#[N+][O-].F.N",
  "homo_lumo_gap_ev": 8.600,
  "de_lowest_kcal_mol": 49.7,
  "homo_energy_ev": -8.2268,
  "elements": ["C", "C", "C", "N", "N", "N", "O", "F", "H", "H", "H", "H", "H", "H", "H", "H"],
  "xyz": [[0.508289, 0.109304, 0.227737], [1.547138, 0.876590, 0.770139], [-0.664811, -0.203678, 0.835349], [-1.596082, -0.980628, 0.275420], [2.207517, 1.558045, 1.463039], [-1.205864, -2.060071, -2.292529], [3.008620, 2.320767, 2.016817], [1.417487, 4.320132, 1.491828], [0.508935, 0.012113, -0.848847], [1.987780, 3.542614, 1.638456], [-0.811758, -0.021537, 1.908468], [-1.440540, -1.528286, -0.558310], [-2.349162, -1.174368, 0.876723], [-1.466733, -2.973092, -2.627075], [-1.335722, -1.386753, -3.015817], [-0.315094, -2.411152, -2.161400]],
  "atomic_forces_ev_per_a": [[-0.670, 0.366, -0.932], [0.964, 1.644, 2.336], [1.267, -0.714, 0.949], [0.038, 0.715, 0.618], [-0.788, -1.876, -2.033], [-1.813, -1.306, 0.457], [-0.351, 0.071, 0.121], [0.482, -0.965, 0.034], [0.337, -0.336, -0.121], [-0.288, 1.439, 0.164], [0.022, 0.358, -0.489], [-0.232, 0.115, -0.519], [-1.000, -0.528, 0.247], [-1.785, -0.163, -0.576], [0.484, 0.315, -0.571], [3.334, 0.867, 0.314]]
}

{
  "formula": "C3H8FNO",
  "method": "ωB97M-V/def2-TZVPD",
  "homo_lumo_gap_ev": 10.277,
  "de_lowest_kcal_mol": 114.1,
  "homo_energy_ev": -9.6507,
  "elements": ["C", "C", "C", "H", "H", "H", "H", "H", "H", "H", "H", "N", "O", "F"],
  "xyz": [[-1.387972, -0.448677, 0.602392], [-0.121946, 0.389613, 0.212687], [0.220246, 0.523478, -1.269874], [-0.396637, -2.431539, 0.120182], [-0.657269, -2.036857, 2.167914], [-2.180616, -0.314949, -0.076905], [-1.897712, 0.294858, 1.494415], [-0.339179, 1.450416, 0.542870], [1.621023, 0.937367, 0.900620], [0.608706, -0.415610, -1.737508], [-0.900638, 0.862238, -1.624772], [-1.205210, -1.922018, 1.021080], [0.958842, 0.064656, 0.937534], [1.405122, 1.311608, -1.522876]],
  "atomic_forces_ev_per_a": [[0.707, 1.243, 3.891], [-1.153, 2.629, -0.633], [-1.585, -1.226, -0.813], [-2.964, 2.103, 4.034], [-1.710, 0.807, -5.074], [-0.694, -0.546, -1.505], [1.549, -2.741, -1.691], [-0.583, -0.656, -0.732], [-2.495, -3.747, 0.108], [-1.211, 0.360, 0.369], [3.308, -0.108, -0.473], [3.921, -0.401, -0.009], [5.002, 1.976, 1.831], [-2.092, 0.305, 0.697]]
}

{
  "formula": "C3H8FNS",
  "method": "ωB97M-V/def2-TZVPD",
  "homo_lumo_gap_ev": 9.624,
  "de_lowest_kcal_mol": 107.2,
  "homo_energy_ev": -9.0754,
  "elements": ["C", "C", "C", "H", "H", "H", "H", "H", "H", "H", "H", "N", "F", "S"],
  "xyz": [[1.954316, 0.193445, -0.138862], [0.569210, 0.284576, 0.677481], [-0.338539, 0.382224, -0.535824], [1.172076, -1.603128, -0.835028], [3.107077, -1.314295, -1.037948], [1.808452, 1.224850, -0.549013], [2.927885, -0.141831, 0.380213], [0.225236, 1.138689, 1.261167], [-0.052691, 1.183644, -1.409028], [-0.323114, -0.912654, -0.801105], [-2.253027, -0.497932, 0.928801], [1.858561, -0.791825, -1.238083], [0.365080, -0.921105, 1.232961], [-2.251092, 0.599619, -0.024056]],
  "atomic_forces_ev_per_a": [[-0.244, 1.012, 1.590], [1.141, 0.559, -3.346], [-2.694, -3.030, -1.528], [2.597, 1.963, -1.282], [-5.130, 1.362, -1.436], [1.803, -0.537, 0.019], [-1.890, 1.953, 0.185], [1.236, -0.130, 0.951], [-0.884, -2.376, 2.281], [-0.552, 4.394, -0.344], [0.120, 1.690, -1.534], [3.190, -4.279, 1.913], [-0.713, -1.100, 1.657], [2.022, -1.481, 0.876]]
}

| no. | E (eV) |
| --- | --- |
| 1 | -8928.456 |
| 2 | -12472.807 |
| 3 | -9491.276 |
| 4 | -18278.748 |